No. 1
This record from the Open Molecules 2025 dataset describes a 16-piece molecular cluster, C64H118N10O18 overall in a non-equilibrium geometry. The level of theory is the ωB97M-V functional and the def2-TZVPD basis.

Results
F_max	4.61	eV/Å
energy above the lowest of the compared OMol25 structures with the same formula, charge and spin	0.000	eV
Kohn-Sham gap	0.368	Ha

The geometry in ORCA input format:
```
! RIJCOSX wB97M-V def2-TZVPD def2/J DEFGRID3
* xyz 0 1
C -20.186 -5.386 -2.701
C -20.370 -6.853 -2.658
C -19.240 -7.673 -3.322
C -19.443 -9.124 -3.262
N -19.683 -10.223 -3.157
H -21.086 -4.827 -2.471
H -19.853 -5.026 -3.672
H -19.467 -4.976 -1.999
H -21.297 -7.164 -3.146
H -20.331 -7.202 -1.625
H -18.267 -7.473 -2.872
H -19.183 -7.395 -4.376
C -19.451 -21.908 -10.047
C -20.269 -22.828 -9.164
C -20.487 -22.290 -7.768
C -21.343 -21.119 -7.738
N -22.080 -20.207 -7.771
H -19.757 -20.870 -9.912
H -19.438 -22.269 -11.076
H -18.417 -21.943 -9.681
H -19.907 -23.830 -8.962
H -21.278 -22.971 -9.559
H -19.576 -21.888 -7.308
H -20.865 -23.038 -7.062
C -23.838 -9.167 -1.476
C -23.178 -9.303 -0.133
C -22.672 -10.777 0.142
C -23.739 -11.736 0.050
N -24.583 -12.526 -0.023
H -24.700 -9.826 -1.576
H -23.221 -9.326 -2.358
H -24.194 -8.139 -1.567
H -23.870 -8.998 0.657
H -22.267 -8.706 -0.118
H -22.369 -10.793 1.191
H -21.829 -11.013 -0.513
C -26.326 -16.633 -10.388
C -25.446 -17.816 -10.480
C -24.368 -17.882 -9.375
C -23.622 -16.654 -9.229
N -22.982 -15.679 -9.134
H -25.766 -15.706 -10.281
H -26.979 -16.640 -9.512
H -27.005 -16.590 -11.236
H -24.895 -17.808 -11.426
H -26.011 -18.750 -10.449
H -23.711 -18.726 -9.601
H -24.921 -18.026 -8.446
C -22.652 -8.400 -5.492
C -22.517 -9.897 -5.322
C -21.710 -10.541 -6.424
C -20.315 -10.055 -6.468
N -19.250 -9.623 -6.477
H -21.615 -8.068 -5.503
H -23.199 -7.991 -4.634
H -23.181 -8.029 -6.366
H -23.538 -10.247 -5.461
H -22.113 -10.182 -4.341
H -22.147 -10.351 -7.407
H -21.540 -11.610 -6.309
C -26.042 -21.603 -10.878
C -25.660 -22.513 -9.737
C -24.987 -21.692 -8.598
C -25.884 -20.715 -8.068
N -26.635 -19.905 -7.655
H -26.239 -22.216 -11.756
H -25.199 -20.952 -11.111
H -26.937 -21.031 -10.634
H -24.906 -23.248 -10.031
H -26.533 -23.052 -9.372
H -24.103 -21.153 -8.950
H -24.689 -22.373 -7.795
C -29.397 -13.874 -0.764
C -28.410 -12.680 -0.555
C -28.243 -11.755 -1.718
C -29.462 -11.106 -2.253
N -30.386 -10.593 -2.693
H -29.508 -14.459 0.149
H -29.086 -14.493 -1.610
H -30.392 -13.481 -0.992
H -27.397 -13.020 -0.322
H -28.703 -12.118 0.339
H -27.854 -12.251 -2.601
H -27.613 -10.957 -1.336
C -26.081 -15.387 -1.408
C -26.605 -16.752 -1.790
C -25.926 -17.930 -0.999
C -26.257 -17.909 0.430
N -26.484 -17.923 1.556
H -25.021 -15.393 -1.637
H -26.285 -15.105 -0.380
H -26.592 -14.628 -2.010
H -26.399 -16.946 -2.843
H -27.692 -16.743 -1.713
H -24.835 -17.957 -1.091
H -26.146 -18.923 -1.399
C -27.803 -12.399 -8.519
C -27.206 -13.787 -8.384
C -26.281 -13.958 -7.192
C -25.115 -13.076 -7.268
N -24.197 -12.393 -7.415
H -28.305 -12.073 -7.613
H -28.551 -12.386 -9.305
H -27.098 -11.614 -8.788
H -26.585 -14.025 -9.244
H -27.895 -14.616 -8.247
H -25.824 -14.942 -7.073
H -26.777 -13.750 -6.238
C -24.251 -15.845 -4.490
C -23.332 -14.755 -4.974
C -23.482 -13.382 -4.270
C -24.800 -12.768 -4.255
N -25.879 -12.296 -4.184
H -25.311 -15.612 -4.558
H -24.069 -15.956 -3.417
H -24.053 -16.777 -5.029
H -23.414 -14.594 -6.049
H -22.251 -14.860 -4.810
H -22.994 -12.541 -4.757
H -23.228 -13.489 -3.209
C -28.276 -18.619 -4.694
C -28.993 -17.753 -5.708
O -28.783 -16.353 -5.280
C -29.390 -15.352 -5.874
O -29.996 -15.288 -6.896
O -29.148 -14.311 -5.041
C -29.568 -12.967 -5.394
H -28.740 -19.604 -4.757
H -28.403 -18.166 -3.710
H -27.258 -18.872 -4.979
H -30.079 -17.826 -5.729
H -28.622 -17.870 -6.727
H -30.218 -13.072 -6.255
H -28.650 -12.473 -5.691
H -30.013 -12.474 -4.530
C -16.451 -14.019 -5.302
C -17.830 -13.494 -5.581
O -18.512 -14.342 -6.583
C -19.093 -15.478 -6.133
O -19.167 -15.832 -4.978
O -19.613 -16.074 -7.197
C -20.397 -17.234 -6.922
H -16.005 -13.386 -4.529
H -15.843 -13.909 -6.199
H -16.470 -15.067 -4.989
H -17.986 -12.530 -6.055
H -18.437 -13.549 -4.678
H -20.943 -17.448 -7.832
H -21.123 -17.106 -6.120
H -19.794 -18.091 -6.606
C -19.009 -14.541 -1.622
C -20.317 -13.910 -2.026
O -21.507 -14.708 -1.623
C -21.842 -14.794 -0.367
O -21.446 -14.190 0.593
O -22.889 -15.673 -0.381
C -23.376 -16.216 0.852
H -19.069 -15.608 -1.846
H -18.844 -14.413 -0.556
H -18.224 -14.079 -2.221
H -20.353 -13.920 -3.108
H -20.323 -12.915 -1.592
H -22.593 -16.618 1.505
H -24.163 -16.867 0.515
H -23.770 -15.380 1.422
C -23.239 -11.220 -10.701
C -24.483 -10.337 -10.349
O -25.285 -10.139 -11.542
C -26.340 -9.384 -11.436
O -26.896 -9.034 -10.434
O -26.758 -9.167 -12.682
C -27.903 -8.307 -12.970
H -22.832 -11.772 -9.856
H -22.459 -10.619 -11.180
H -23.559 -11.933 -11.461
H -24.217 -9.358 -9.942
H -25.157 -10.868 -9.677
H -28.279 -8.651 -13.929
H -27.635 -7.260 -12.919
H -28.639 -8.425 -12.187
C -27.189 -8.390 -3.343
C -25.914 -7.552 -3.636
O -26.081 -6.714 -4.855
C -26.212 -7.186 -6.053
O -26.433 -6.436 -6.949
O -26.042 -8.473 -6.089
C -26.170 -9.124 -7.471
H -28.007 -7.678 -3.296
H -27.014 -8.796 -2.346
H -27.332 -9.208 -4.044
H -25.077 -8.232 -3.762
H -25.647 -6.900 -2.802
H -25.151 -9.120 -7.847
H -26.809 -8.546 -8.132
H -26.523 -10.115 -7.214
C -20.985 -18.681 -1.539
C -21.473 -18.099 -2.791
O -21.898 -19.152 -3.741
C -23.108 -19.655 -3.632
O -24.030 -19.245 -2.976
O -23.151 -20.741 -4.425
C -24.415 -21.302 -4.772
H -20.163 -19.337 -1.817
H -21.827 -19.138 -1.032
H -20.607 -17.919 -0.848
H -20.691 -17.603 -3.359
H -22.317 -17.436 -2.623
H -25.012 -20.556 -5.293
H -24.843 -21.659 -3.834
H -24.076 -22.104 -5.410
*
```

***

No. 2
This record from the Open Molecules 2025 dataset describes C44H40N8O2P2RbS2Se as an isolated structure. The level of theory is the ωB97M-V functional and the def2-TZVPD basis.

Results
F_max	0.44	eV/Å
energy above the lowest of the compared OMol25 structures with the same formula, charge and spin	0.127	eV
expectation value of S²	0.777
Kohn-Sham gap (spin up / spin down)	0.169 / 0.193	Ha

The geometry in ORCA input format:
```
! RIJCOSX wB97M-V def2-TZVPD def2/J DEFGRID3
* xyz -2 2
Rb -0.106 -0.490 -0.775
C 4.455 -1.150 1.753
C 3.257 -0.969 1.030
N 2.094 -0.778 1.605
C 2.021 -0.734 2.962
C 3.179 -0.843 3.771
C 4.408 -1.076 3.111
C 3.094 -0.710 5.179
C 1.866 -0.469 5.738
C 0.698 -0.394 4.966
C 0.705 -0.559 3.571
N -0.367 -0.498 2.761
C -1.613 -0.796 3.169
C -1.953 -1.650 4.233
C -3.279 -1.930 4.581
C -4.342 -1.391 3.903
C -4.075 -0.565 2.786
C -5.107 -0.007 1.999
C -4.809 0.738 0.897
C -3.453 0.927 0.569
N -2.466 0.448 1.282
C -2.740 -0.286 2.391
H 5.381 -1.325 1.219
H 3.272 -0.987 -0.056
H 5.309 -1.184 3.707
H 3.989 -0.801 5.785
H 1.788 -0.340 6.814
H -0.247 -0.203 5.456
H -1.150 -2.113 4.791
H -3.467 -2.603 5.413
H -5.366 -1.604 4.184
H -6.138 -0.202 2.276
H -5.584 1.152 0.264
H -3.186 1.481 -0.328
N 0.838 4.089 -1.015
P 1.570 2.566 -1.523
C 3.072 2.430 -0.476
C 4.159 1.730 -1.008
C 5.294 1.502 -0.246
C 5.353 1.950 1.068
C 4.273 2.634 1.608
C 3.138 2.876 0.843
C 2.328 3.269 -3.055
C 1.704 2.974 -4.264
C 2.145 3.547 -5.449
C 3.226 4.418 -5.437
C 3.861 4.712 -4.238
C 3.415 4.140 -3.053
C -0.175 4.075 -0.073
C -1.052 5.151 0.113
C -1.980 5.059 1.130
C -2.031 3.919 1.925
C -1.146 2.892 1.638
N -0.247 2.964 0.657
H 0.796 4.815 -1.710
H 4.112 1.350 -2.025
H 6.121 0.950 -0.678
H 6.225 1.744 1.676
H 4.299 2.965 2.639
H 2.297 3.390 1.283
H 0.886 2.262 -4.277
H 1.663 3.294 -6.385
H 3.587 4.849 -6.364
H 4.715 5.380 -4.224
H 3.916 4.371 -2.121
H -0.984 6.030 -0.517
H -2.672 5.876 1.302
H -2.755 3.812 2.722
H -1.151 1.960 2.194
C -5.170 -3.546 -5.632
C -4.547 -2.619 -4.610
O -3.276 -3.148 -4.273
P -2.417 -2.612 -2.981
S -1.045 -3.962 -2.632
S -3.580 -1.907 -1.565
O -1.714 -1.278 -3.616
C -0.817 -1.405 -4.725
C 0.125 -0.222 -4.700
H -6.204 -3.249 -5.832
H -5.165 -4.569 -5.251
H -4.614 -3.530 -6.572
H -5.168 -2.536 -3.718
H -4.434 -1.610 -5.023
H -1.403 -1.429 -5.648
H -0.261 -2.340 -4.646
H -0.446 0.713 -4.699
H 0.769 -0.235 -5.583
H 0.773 -0.249 -3.821
Se 4.835 0.463 -4.374
N 5.664 -1.039 -3.792
C 4.728 -1.715 -3.113
C 4.914 -2.965 -2.491
C 3.829 -3.554 -1.842
C 2.604 -2.895 -1.807
N 2.377 -1.697 -2.352
C 3.399 -1.103 -3.013
N 3.241 0.084 -3.600
H 5.882 -3.447 -2.547
H 3.924 -4.521 -1.364
H 1.754 -3.360 -1.313
*
```

***

No. 3
This record from the Open Molecules 2025 dataset describes a 7-piece molecular cluster, C35H69NO16P overall in a non-equilibrium geometry. The level of theory is the ωB97M-V functional and the def2-TZVPD basis.

Results
F_max	3.98	eV/Å
Kohn-Sham gap	0.300	Ha

The geometry in ORCA input format:
```
! RIJCOSX wB97M-V def2-TZVPD def2/J DEFGRID3
* xyz 1 1
C -3.689 2.546 7.436
C -3.701 2.060 6.228
N -4.241 0.725 5.869
C -3.482 -0.289 6.709
C -3.674 -1.746 6.240
P -2.221 -2.728 6.947
O -1.223 -2.932 5.894
O -3.605 -1.939 4.866
C -4.528 -1.053 4.260
C -3.962 0.378 4.444
C -4.645 1.297 3.420
C -3.782 2.418 2.854
C -2.371 1.969 2.468
O -1.705 2.855 1.562
C -0.408 2.549 1.439
C 0.441 3.472 0.604
O 0.072 1.608 1.929
H -2.821 3.124 7.707
H -4.498 2.483 8.153
H -3.268 2.650 5.440
H -5.242 0.656 6.078
H -2.441 0.013 6.647
H -3.782 -0.229 7.751
H -4.574 -2.185 6.688
H -2.688 -3.982 7.404
H -1.669 -1.968 8.006
H -5.498 -1.067 4.775
H -4.595 -1.255 3.195
H -2.886 0.278 4.331
H -5.114 0.712 2.640
H -5.477 1.781 3.942
H -3.747 3.302 3.484
H -4.275 2.759 1.944
H -2.339 0.958 2.060
H -1.783 1.923 3.388
H 1.258 3.797 1.231
H 0.861 2.860 -0.184
H -0.122 4.299 0.191
O -3.667 -2.538 1.417
C -2.600 -3.105 1.449
O -2.567 -4.434 1.303
C -1.351 -5.179 1.150
C -0.733 -5.516 2.491
C -1.319 -2.369 1.745
H -0.656 -4.658 0.493
H -1.636 -6.097 0.637
H -0.447 -4.617 3.038
H 0.155 -6.135 2.355
H -1.449 -6.058 3.111
H -1.204 -2.275 2.826
H -1.379 -1.375 1.303
H -0.433 -2.839 1.330
O 2.415 4.706 -1.626
C 1.888 4.622 -2.706
O 2.616 4.239 -3.763
C 2.054 3.936 -5.050
C 1.879 5.181 -5.891
C 0.446 5.028 -2.917
H 1.128 3.370 -4.945
H 2.769 3.272 -5.533
H 1.178 5.880 -5.433
H 1.510 4.920 -6.882
H 2.830 5.706 -5.994
H 0.400 6.105 -3.070
H -0.116 4.773 -2.022
H -0.040 4.522 -3.748
O -5.194 5.711 3.282
C -4.105 6.220 3.216
O -3.745 7.125 4.142
C -2.420 7.657 4.264
C -2.205 8.837 3.340
C -3.170 5.921 2.068
H -1.672 6.875 4.121
H -2.333 7.985 5.299
H -2.298 8.549 2.293
H -1.214 9.266 3.493
H -2.954 9.606 3.530
H -3.420 6.561 1.223
H -3.297 4.880 1.788
H -2.118 6.042 2.320
O 1.155 2.786 -8.162
C 1.716 1.740 -8.366
O 1.227 0.614 -7.825
C 1.711 -0.698 -8.151
C 2.916 -1.074 -7.318
C 3.011 1.686 -9.143
H 1.903 -0.786 -9.221
H 0.890 -1.376 -7.928
H 3.760 -0.408 -7.505
H 3.223 -2.090 -7.542
H 2.680 -1.000 -6.255
H 3.839 1.907 -8.470
H 2.973 2.447 -9.920
H 3.190 0.736 -9.640
O 1.833 -2.900 2.353
C 2.713 -3.483 2.930
O 3.834 -3.807 2.263
C 5.008 -4.335 2.890
C 4.926 -5.839 3.051
C 2.543 -3.934 4.362
H 5.207 -3.825 3.834
H 5.831 -4.085 2.223
H 4.103 -6.129 3.704
H 5.853 -6.229 3.473
H 4.753 -6.313 2.085
H 2.015 -4.887 4.374
H 1.943 -3.192 4.885
H 3.477 -4.030 4.911
O 2.617 -4.007 -8.579
C 3.391 -4.789 -8.093
O 4.530 -5.076 -8.745
C 5.598 -5.846 -8.184
C 5.372 -7.333 -8.371
C 3.067 -5.520 -6.811
H 5.763 -5.578 -7.139
H 6.492 -5.544 -8.727
H 4.476 -7.671 -7.850
H 6.224 -7.899 -7.993
H 5.237 -7.563 -9.427
H 2.459 -6.393 -7.044
H 2.495 -4.850 -6.173
H 3.941 -5.828 -6.242
*
```

***

No. 4
This record from the Open Molecules 2025 dataset describes one molecule with the formula C5H3N in a non-equilibrium geometry. The level of theory is the ωB97M-V functional and the def2-TZVPD basis.

Results
F_max	1.22	eV/Å
energy above the lowest of the compared OMol25 structures with the same formula, charge and spin	5.570	eV
Kohn-Sham gap	0.287	Ha

The geometry in ORCA input format:
```
! RIJCOSX wB97M-V def2-TZVPD def2/J DEFGRID3
* xyz 0 1
C -0.973 -1.284 -0.061
C -0.714 -2.512 0.068
C 0.124 -0.279 -0.154
C -1.233 0.202 -0.223
C 2.481 -0.741 -0.200
N 1.352 -0.339 -0.001
H -1.625 0.513 -1.182
H -1.652 0.711 0.638
H 3.206 -0.812 0.593
*
```

***

What is the F_max in the third record?
3.98 eV/Å

***

Which of these has the lowest F_max?
C44H40N8O2P2RbS2Se

***

Look up the F_max of the first one.
4.61 eV/Å